No. 1
ORCA calculation (ωB97M-V/def2-TZVPD) on a gas-phase ion, C12H25N8 (charge +1).

Atoms and positions in Å:
H: 2.138261 2.943242 -4.883587
N: 2.230891 3.721072 -4.169311
C: 2.922633 3.142017 -3.129231
C: 3.247057 4.124794 -1.830834
C: 3.412213 1.545208 -3.100455
N: 2.566016 0.849147 -2.052461
C: 1.292000 0.068979 -2.290536
N: 0.926156 -0.338057 -0.882421
C: -0.228698 -1.113726 -0.295948
C: -1.378231 -1.581907 -1.365442
C: -2.696366 -2.031974 -0.438909
C: -3.715641 -0.786925 -0.125969
N: -3.596576 -0.186339 1.256247
C: -4.135946 -1.087761 2.343962
N: -3.341359 -2.135850 3.114574
N: -5.472478 -0.930518 2.721021
H: -5.826783 -0.142644 2.098881
C: 1.980113 0.230403 0.079027
C: 2.043107 0.120019 1.729778
N: 1.760319 -1.263870 2.270288
C: 0.768977 -1.242988 3.425652
N: 3.049601 0.990398 -0.730241
H: 2.871280 5.215726 -2.101085
H: 2.652001 3.809197 -0.854448
H: 4.391085 4.094213 -1.551243
H: 4.535057 1.544443 -2.742255
H: 3.252868 1.039645 -4.149822
H: 0.678012 -0.176086 -3.255153
H: 0.095491 -2.063484 0.332643
H: -0.756097 -0.389200 0.488677
H: -1.019281 -2.523207 -2.005478
H: -1.672867 -0.758788 -2.162293
H: -2.247774 -2.498625 0.548486
H: -3.226048 -2.913359 -1.038584
H: -4.811557 -1.172909 -0.262908
H: -3.541498 0.051874 -0.925752
H: -2.628160 0.125973 1.487302
H: -3.076637 -2.947408 2.513736
H: -2.481536 -1.683558 3.542245
H: 3.157937 0.383495 2.027472
H: 1.348432 0.965064 2.160983
H: 2.675063 -1.598915 2.689162
H: 1.148265 -2.006082 4.256503
H: -0.302963 -1.633924 3.087970
H: 0.666924 -0.173312 3.935523

Forces on the atoms, in the same order (eV/Å):
-0.05 1.13 0.62
3.11 -4.13 3.60
-1.82 2.39 -1.78
-0.41 -0.32 -0.12
-0.05 1.66 -0.43
-2.54 -2.01 0.10
2.76 1.11 5.51
4.22 2.58 -0.54
-2.21 -0.35 0.42
-0.10 -0.61 -0.02
0.77 -0.54 -0.91
-0.03 -0.49 -0.64
0.17 -1.74 0.60
-4.76 0.47 1.61
0.20 2.03 -1.28
6.04 0.03 -2.70
0.54 -1.06 0.89
1.48 1.20 -4.14
0.88 0.47 -0.56
0.62 1.30 1.26
-0.64 -0.54 1.10
-6.73 -4.29 0.58
1.03 -2.45 0.38
1.21 0.37 -2.18
-2.31 0.14 -0.72
-2.41 -0.37 -0.74
0.37 1.00 2.22
1.61 0.66 2.06
-0.09 2.14 -1.55
1.24 -1.41 -1.74
-0.58 2.04 1.56
0.59 -1.42 1.87
-1.08 0.96 -1.92
0.98 2.02 1.40
2.08 0.83 0.40
-0.31 -1.51 1.58
-1.04 -0.56 -0.39
-0.22 1.12 0.64
-1.38 -0.88 -0.88
-2.32 -0.13 -1.04
1.20 -1.76 -0.88
-1.60 0.50 -0.92
-0.88 1.71 -1.83
2.29 0.99 0.58
0.18 -2.26 -1.08

total charge	+1
HOMO-LUMO gap	0.278	hartree
energy relative to the best compared isomer or geometry (same formula, charge and spin)	893.19	kJ/mol
SMILES	[H]/N=C(/C)Cn1c[n+](CCCCN/C(N)=N\[H])c(CNC)n1


No. 2
ORCA calculation (ωB97M-V/def2-TZVPD) on a molecular structure, C24H28N8O4OsS.

Atoms and positions in Å:
Os: 0.432828 0.534552 -0.336597
C: 2.725432 -1.874205 -3.155690
C: 2.236688 -0.635186 -2.484838
O: 1.491224 -0.797341 -1.486510
C: 2.671902 0.660569 -2.944451
C: 3.446011 0.787247 -4.109564
C: 4.005193 1.990224 -4.464122
C: 3.805320 3.109691 -3.654337
C: 3.014233 3.019123 -2.527657
C: 2.415320 1.815069 -2.182834
O: 1.598128 1.817434 -1.107858
H: 2.456322 -2.749038 -2.571204
H: 3.804982 -1.843025 -3.290068
H: 2.264811 -1.957095 -4.144465
H: 3.591832 -0.068538 -4.753970
H: 4.605250 2.064077 -5.360891
H: 4.259706 4.054804 -3.921899
H: 2.827829 3.882556 -1.900261
N: -1.084176 -7.031850 -1.163459
C: -1.243646 -5.696583 -1.112790
C: -0.142059 -4.832212 -1.301618
C: -0.305926 -3.475053 -1.218278
C: -1.572405 -2.949927 -0.946250
C: -2.678487 -3.785007 -0.759259
C: -2.512886 -5.138431 -0.835221
S: -1.758437 -1.267625 -0.689020
O: -3.090081 -0.938996 -0.322591
O: -1.111657 -0.424894 -1.727577
N: -0.687259 -0.804181 0.569437
C: -0.967712 -1.315006 1.880222
N: -0.447852 -0.671966 2.910128
C: -0.745757 -1.126117 4.124995
C: -1.577859 -2.212357 4.325427
C: -2.058854 -2.819687 3.176858
N: -1.736004 -2.380842 1.965996
H: -0.201983 -7.441834 -1.407418
H: -1.870840 -7.648980 -1.074364
H: 0.834024 -5.259220 -1.498001
H: 0.534214 -2.806934 -1.340734
H: -3.643854 -3.350629 -0.531558
H: -3.356288 -5.798848 -0.671158
H: -0.312683 -0.583003 4.958060
H: -1.827713 -2.563360 5.315983
H: -2.721923 -3.676312 3.215450
C: -1.785187 2.071124 1.197758
N: -0.307685 2.129653 0.800184
C: 0.527813 2.123186 2.092740
N: 0.140070 3.196513 2.963353
C: -1.281290 3.052382 3.311784
N: -2.113442 3.131608 2.099925
C: -1.889633 4.434719 1.462062
N: -0.474316 4.562828 1.089754
C: -0.112405 3.527877 0.175563
C: 0.350528 4.485050 2.299640
H: -1.987098 1.114695 1.665367
H: -2.384513 2.152113 0.289635
H: 1.580209 2.238438 1.813199
H: 0.371060 1.178424 2.583498
H: -1.563650 3.853303 3.991460
H: -1.439324 2.092396 3.801201
H: -2.152001 5.228929 2.156676
H: -2.515274 4.521479 0.573606
H: 0.927446 3.635136 -0.105292
H: -0.736652 3.581928 -0.716334
H: 0.077468 5.291969 2.976339
H: 1.402968 4.585190 2.031839

Forces on the atoms, in the same order (eV/Å):
-2.30 -1.25 -1.26
-0.09 -0.10 -0.01
0.06 -0.13 -0.13
0.26 0.17 0.22
-0.35 0.05 0.21
0.06 -0.12 -0.04
0.05 0.13 -0.06
0.04 -0.13 -0.10
-0.16 0.23 0.24
0.00 0.27 -0.35
0.38 -0.77 0.64
0.00 0.02 0.00
0.01 0.00 -0.01
0.02 0.02 0.02
0.08 -0.04 0.09
-0.05 0.02 0.01
-0.02 -0.01 0.04
0.03 -0.01 -0.07
-0.05 0.18 -0.03
-0.04 -0.10 0.10
0.08 0.01 -0.01
-0.01 -0.08 -0.03
0.07 0.53 -0.40
-0.12 0.09 0.13
-0.05 -0.15 -0.04
-0.53 -1.18 1.06
-0.01 0.18 -0.11
1.62 1.19 0.85
0.64 0.73 -0.46
0.04 -0.16 0.66
0.27 0.22 -0.31
0.02 0.07 0.09
0.03 -0.02 -0.12
0.03 -0.03 0.10
-0.28 -0.03 -0.66
0.07 -0.03 -0.01
-0.04 -0.03 0.00
-0.02 0.04 -0.01
0.02 -0.08 -0.01
0.04 -0.07 -0.01
0.02 0.04 -0.06
0.01 -0.04 -0.02
-0.02 0.00 -0.03
0.05 0.00 0.01
-0.19 0.22 0.09
0.33 -0.06 -0.05
0.01 0.65 0.01
0.03 0.07 0.19
0.16 0.02 -0.35
-0.03 0.13 0.14
0.17 -0.22 -0.03
-0.17 0.12 0.01
-0.23 0.22 0.02
-0.14 -0.21 -0.09
0.13 -0.14 0.07
0.12 -0.02 -0.10
-0.05 0.03 -0.10
-0.03 -0.26 0.00
-0.03 0.00 0.02
-0.02 -0.03 0.01
-0.02 0.01 0.02
0.01 -0.01 -0.02
0.10 -0.11 0.07
-0.03 -0.12 -0.04
-0.01 0.02 0.00
0.01 0.02 0.00

total charge	+2
HOMO-LUMO gap (spin up / spin down)	0.183 / 0.182	hartree


No. 3
ORCA calculation (ωB97M-V/def2-TZVPD) on a gas-phase ion, C21H31F3N5O7S (charge +1).

Atoms and positions in Å:
C: 0.905745 2.917840 3.831710
C: -0.070671 2.349249 2.959107
C: -1.085276 1.515841 1.922588
N: -0.875653 1.931145 0.450731
C: -1.997861 1.377265 -0.397382
N: -3.360034 1.472907 -0.077568
C: -4.478477 0.853513 -0.893348
C: -4.469168 -0.817411 -0.822414
C: -5.443313 -1.425599 0.347247
C: -5.485647 -3.076801 0.084524
O: -5.908504 -3.843301 1.265830
C: -5.591290 -5.266823 0.912661
O: -5.789927 -6.223637 1.835699
N: -1.700541 0.644569 -1.683777
S: -1.774960 1.603696 -3.105355
O: -2.770219 2.824379 -2.973210
O: -2.397685 0.723042 -4.258333
C: -0.198920 2.340865 -3.764821
F: 0.408130 3.289636 -2.757398
F: 0.777544 1.394927 -4.345565
F: -0.606469 3.243531 -4.908223
C: -0.474714 -0.192545 -1.502878
C: -0.564168 -1.365610 -0.351926
N: -0.275908 -0.966581 -2.823923
C: 1.070658 -1.338020 -2.745643
O: 2.414915 -1.227179 -2.934776
O: 0.635533 0.690797 -1.159597
C: 0.483369 1.395318 0.104939
C: 1.644479 2.603317 0.068084
C: 2.889532 2.304129 1.127801
C: 4.268383 1.870607 0.288561
C: 5.099993 0.762339 1.214485
N: 5.190888 -0.507339 0.393040
C: 6.630847 -0.957258 0.268896
C: 4.276060 -1.597255 0.908688
C: 4.262113 -2.210266 2.433431
O: 3.407430 -2.142107 0.021167
H: 1.570349 3.020100 4.818186
H: -0.966573 0.336904 2.069676
H: -2.164610 1.764966 2.318715
H: -3.683020 1.997163 0.791189
H: -4.477304 1.115370 -2.029082
H: -5.522678 1.176974 -0.449782
H: -3.370141 -1.243899 -0.740070
H: -4.886931 -1.207313 -1.863630
H: -6.525803 -0.960897 0.337380
H: -4.928937 -1.185293 1.387574
H: -6.177957 -3.256868 -0.868314
H: -4.378976 -3.382360 -0.243150
H: -5.167794 -5.486783 -0.180926
H: -1.312179 -1.153328 0.519320
H: 0.520816 -1.696951 0.022289
H: -0.987091 -2.332686 -0.910435
H: 0.875871 0.655634 0.956437
H: 1.138845 3.643461 0.291230
H: 2.163196 2.640463 -1.006253
H: 3.179457 3.319983 1.675145
H: 2.628065 1.504263 1.940779
H: 4.966028 2.833364 0.183752
H: 4.002280 1.413913 -0.779905
H: 4.616361 0.598504 2.270657
H: 6.189304 1.175292 1.406206
H: 7.089492 -1.187521 1.322180
H: 6.665071 -1.852128 -0.487965
H: 7.219904 -0.049426 -0.232898
H: 5.142335 -1.847159 3.113646
H: 4.276105 -3.402262 2.450583
H: 3.260306 -1.902678 2.984406

Forces on the atoms, in the same order (eV/Å):
-7.25 -5.26 -5.35
6.51 2.78 5.47
-0.19 1.05 2.67
-3.16 -3.73 -0.97
-1.29 0.74 1.09
3.10 0.15 -0.49
-1.59 -1.99 -0.86
-0.59 -0.20 -0.54
0.85 -0.61 0.29
0.70 1.77 -1.26
1.67 -3.00 -3.17
-1.63 -3.86 5.87
1.42 6.74 -6.56
0.65 1.64 2.42
-9.18 1.04 -6.31
4.80 -4.25 1.30
3.86 2.59 4.90
4.17 3.50 -2.89
-1.93 -3.72 -3.34
-3.55 3.47 2.65
1.23 -3.53 4.26
1.45 -2.20 1.26
-0.91 -1.34 -0.52
7.02 -0.63 2.46
5.31 4.27 -2.94
-11.88 -1.77 1.77
-2.14 0.20 -0.18
4.01 0.02 0.21
0.41 0.08 0.11
0.69 0.95 -0.80
-0.14 0.10 1.21
0.33 0.95 -0.55
-0.30 -1.13 2.00
0.43 0.22 -0.71
-3.59 -2.78 -3.99
-0.17 -0.06 0.56
5.07 3.36 5.47
-1.83 0.00 -2.81
0.18 2.72 -0.32
2.18 -0.23 -1.03
1.04 -0.85 -1.60
0.44 0.05 2.32
2.44 -0.28 -0.73
-2.28 0.97 -0.02
0.94 0.98 2.09
2.25 -0.95 -0.10
-1.24 -0.68 -1.99
1.28 0.24 2.17
-2.31 0.59 0.81
-0.98 0.68 2.41
1.54 -0.20 -1.41
-2.27 1.21 -0.82
0.78 2.24 1.29
-1.32 1.45 -1.68
0.92 -2.19 -0.45
-1.59 -0.15 2.29
-0.94 -2.26 -0.98
0.37 1.50 -1.63
-1.70 -2.12 -0.02
0.75 0.89 2.50
0.72 0.31 -2.00
-2.20 -0.93 -0.36
-0.59 0.19 -2.03
0.08 1.60 1.73
-1.27 -2.07 1.18
-1.57 -0.51 -1.52
-0.02 2.73 -0.51
2.01 -0.51 -1.33

total charge	+1
HOMO-LUMO gap	0.223	hartree
SMILES	C#CCN1C(NCCCCOC=O)=[N+](S(=O)(=O)C(F)(F)F)[C@@](C)(N=C=O)O[C@H]1CCCCN(C)C(C)=O


No. 4
ORCA calculation (ωB97M-V/def2-TZVPD) on C4H7FN2 in the gas phase.

Atoms and positions in Å:
C: 0.245788 0.522422 1.274060
C: 0.303568 0.656336 -0.190855
C: 0.455514 -1.633293 -0.355369
C: -0.909241 1.008649 -0.991246
N: 0.479503 -0.871624 1.787097
N: 0.592576 -1.773651 1.006302
F: 1.464398 -2.126358 -1.094309
H: 1.009005 1.095021 1.809188
H: -0.731820 0.763301 1.701512
H: 1.252491 0.968407 -0.595759
H: -0.505320 -1.952310 -0.749061
H: -1.281795 1.993170 -0.696764
H: -1.717549 0.289858 -0.857383
H: -0.657116 1.060072 -2.047413

Forces on the atoms, in the same order (eV/Å):
-0.20 -1.58 1.56
-0.11 0.66 -0.41
-0.60 -1.75 1.07
0.55 -0.20 0.06
-1.21 3.13 3.84
1.97 -0.86 -4.99
0.03 -0.44 0.02
-0.13 0.28 -0.27
-0.05 0.39 -0.18
0.21 -0.23 -0.24
-0.18 0.53 -0.52
-0.11 0.09 0.08
-0.09 -0.02 0.09
-0.08 -0.01 -0.11

total charge	0
HOMO-LUMO gap (spin up / spin down)	0.256 / 0.250	hartree
energy relative to the best compared isomer or geometry (same formula, charge and spin)	90.55	kJ/mol
2S+1	3


No. 5
ORCA calculation (ωB97M-V/def2-TZVPD) on a gas-phase ion, C6H10N (charge +1).

Atoms and positions in Å:
C: 2.117057 0.431761 -0.109043
C: 1.288003 -0.253237 1.017347
C: 0.008925 0.718977 -0.737437
C: -0.149309 0.010154 0.610678
C: -0.883610 -0.099840 -1.782014
C: -1.316321 -0.326544 1.370118
N: 1.422557 0.845717 -1.053570
H: 3.186069 0.182576 -0.086538
H: 1.638111 -1.352239 0.820001
H: 1.444748 -0.057601 2.107851
H: -0.352235 1.722498 -0.483615
H: -0.373175 -0.857891 -2.324684
H: -1.236649 0.664699 -2.600940
H: -1.816792 -0.559546 -1.289436
H: -1.538703 0.602270 1.929367
H: -1.344571 -1.262220 2.036537
H: -2.094105 -0.409532 0.575378

Forces on the atoms, in the same order (eV/Å):
0.10 -1.84 2.07
-0.17 -0.81 -0.24
-1.25 -1.48 0.98
4.13 -0.52 -0.44
-2.13 2.72 -0.49
-1.38 -0.95 -0.66
-0.73 0.28 -1.03
-0.22 0.96 -0.40
-1.14 1.36 0.62
0.12 -0.16 -0.83
-0.52 0.22 -0.66
0.87 -0.63 0.00
0.52 -1.50 1.65
1.49 0.87 -0.86
-0.15 -0.25 0.14
0.57 1.63 -0.88
-0.11 0.08 1.05

total charge	+1
HOMO-LUMO gap	0.313	hartree
energy relative to the best compared isomer or geometry (same formula, charge and spin)	185.71	kJ/mol


Among the records above, which one has the lowest total charge?
C4H7FN2


total charge of number 4 (C4H7FN2)?
0


Among the records above, which one has the highest total charge?
C24H28N8O4OsS


The highest total charge belongs to which entry?
C24H28N8O4OsS